The molecule C5H7NO at a distorted geometry. Source: the Open Molecules 2025 dataset; level of theory: wB97M-V/def2-TZVPD.

## Properties
SMILES: Cc1occc1N
F_max: 0.0540 Eh/bohr
LUMO level: 0.0382 Ha

Each line ends with the Löwdin charge.
Atoms and positions in Å:
C -1.64 -1.08 0.04  -0.01
C -0.26 -0.56 0.17  -0.29
C 0.24 0.67 -0.05  -0.34
N -0.47 1.86 -0.33  0.08
C 1.68 0.56 -0.06  -0.05
C 1.92 -0.74 0.31  -0.11
O 0.77 -1.42 0.48  0.04
H -2.19 -0.40 -0.62  0.09
H -1.65 -2.08 -0.40  0.09
H -2.14 -1.11 1.01  0.08
H 0.18 2.62 -0.49  0.08
H -0.98 2.12 0.51  0.09
H 1.74 0.84 -1.10  0.13
H 2.82 -1.30 0.53  0.12